Here is a molecular structure, C22H29N4O2PdSSe4 from the OMol25 dataset. Energies are from the ωB97M-V functional and the def2-TZVPD basis.

Properties
Kohn-Sham gap (spin up / spin down)	6.30 / 6.03	eV
total charge	-1
spin multiplicity	3
energy relative to the best compared isomer or geometry (same formula, charge and spin)	0.00	kcal per mole
largest force on an atom	0.5	eV/Å
⟨S²⟩	2.013

The geometry in XYZ format:
```
63
Properties=species:S:1:pos:R:3:forces:R:3:nbo_charge:R:1
Pd -2.111864 -1.977578 -2.857094 0.4 0.0 -0.2 0.4247
C 3.656928 -1.873023 -3.225306 0.0 0.0 0.0 -0.6182
C 3.015528 -1.531711 -1.888033 -0.1 0.0 0.1 -0.2137
N 2.115868 -0.384562 -1.954781 0.1 -0.1 0.0 -0.4096
C 2.682629 0.927459 -1.647595 0.0 0.0 0.0 -0.2051
C 2.952959 1.770416 -2.884871 0.0 0.0 -0.1 -0.6183
C 0.800097 -0.512244 -2.242253 -0.1 0.0 0.2 0.3565
S 0.237841 -2.102292 -2.593907 -0.2 0.1 -0.1 -0.2126
N 0.127099 0.649162 -2.130685 0.0 -0.2 -0.2 -0.7121
C -1.125637 0.873857 -2.519083 0.0 0.2 0.1 0.6550
O -1.955297 0.140143 -3.089696 0.0 -0.2 0.2 -0.6817
C -1.608168 2.275336 -2.221593 0.0 -0.1 0.0 -0.0430
C -2.971573 2.540083 -2.300295 0.0 0.0 0.0 -0.1941
C -3.451297 3.811974 -2.023579 0.0 0.0 0.0 -0.2220
C -2.571187 4.829159 -1.677118 0.0 0.0 0.0 -0.2165
C -1.208561 4.569427 -1.601198 0.0 0.0 0.0 -0.2200
C -0.730767 3.294325 -1.867500 0.0 0.0 0.0 -0.2092
H 4.284062 -2.761414 -3.127616 0.0 0.0 0.0 0.2058
H 4.282776 -1.054800 -3.587007 0.0 0.0 0.0 0.1921
H 2.887165 -2.080593 -3.968077 0.0 0.0 0.0 0.2287
H 3.776407 -1.292530 -1.144350 0.0 0.0 0.0 0.1938
H 2.455367 -2.384145 -1.508793 0.0 0.0 0.0 0.2362
H 3.606986 0.746660 -1.098894 0.0 0.0 0.0 0.1916
H 1.999544 1.453476 -0.983523 0.0 0.0 0.0 0.2234
H 3.661229 1.280828 -3.555168 0.0 0.0 0.0 0.1991
H 3.369370 2.739405 -2.599498 0.0 0.0 0.0 0.2008
H 2.025476 1.941974 -3.430805 0.0 0.0 0.0 0.2257
H -3.636407 1.731682 -2.575148 0.0 0.0 0.0 0.2482
H -4.514837 4.007428 -2.079223 0.0 0.0 0.0 0.2084
H -2.945915 5.823134 -1.464598 0.0 0.0 0.0 0.2021
H -0.516713 5.358825 -1.334020 0.0 0.0 0.0 0.2013
H 0.325411 3.068387 -1.806890 0.0 0.0 0.0 0.2262
Se -4.454684 -1.747245 -3.283288 -0.3 0.1 -0.1 -0.1245
Se -5.756347 -2.842466 -1.832879 0.1 0.0 0.0 -0.3048
Se -3.020006 -5.512455 -1.640502 0.1 0.1 0.0 -0.3042
Se -2.125883 -4.300534 -3.296468 -0.1 -0.3 0.1 -0.0827
C 2.685916 -0.271861 4.599235 0.0 0.0 0.0 -0.6161
C 1.778664 0.692274 3.850271 0.0 0.0 0.0 -0.2134
N 0.578675 0.053608 3.322897 0.0 0.0 0.0 -0.4410
C -0.695705 0.358722 3.957338 0.0 0.0 0.0 -0.2089
C -0.850928 -0.280317 5.328456 0.0 0.0 0.1 -0.6172
C 0.715433 -0.690390 2.187783 0.1 0.0 0.0 0.6819
O 1.796944 -0.797413 1.625900 0.0 0.0 0.0 -0.6311
C -0.510662 -1.375209 1.664383 0.1 0.0 0.0 -0.1875
C -1.047994 -2.507594 2.264461 0.0 0.0 0.0 -0.1709
C -2.155865 -3.097974 1.687145 0.0 0.0 -0.1 -0.2549
C -2.696470 -2.531199 0.534886 0.0 -0.1 -0.1 0.0543
N -2.178992 -1.455259 -0.050187 0.0 0.2 0.2 -0.4320
C -1.104771 -0.899276 0.508766 -0.1 0.0 0.0 0.0582
H 3.561227 0.251373 4.989060 0.0 0.0 0.0 0.2042
H 3.028543 -1.057244 3.926900 0.0 0.0 0.0 0.2302
H 2.161920 -0.733723 5.437443 0.0 0.0 0.0 0.1979
H 2.324184 1.135174 3.015823 0.0 0.0 0.0 0.2191
H 1.450624 1.501995 4.505752 0.0 0.0 0.0 0.1870
H -1.497045 0.033311 3.299185 0.0 0.0 0.0 0.2296
H -0.779664 1.447145 4.041745 0.0 0.0 0.0 0.1867
H -0.756166 -1.365060 5.259416 0.0 0.0 0.0 0.2098
H -1.832342 -0.048506 5.745228 0.0 0.0 0.0 0.2134
H -0.095686 0.082683 6.028340 0.0 0.0 0.0 0.1993
H -0.595583 -2.922828 3.158582 0.0 0.0 0.0 0.2077
H -2.595016 -3.995843 2.100278 0.0 0.0 0.0 0.2198
H -3.558465 -2.969040 0.042728 0.0 0.0 0.0 0.2374
H -0.688351 -0.033108 0.009546 0.0 0.0 0.0 0.2090
```
Positions in Å, forces in eV/Å.